1.
{"formula": "C57H90I2N8O12", "method": "ωB97M-V/def2-TZVPD", "total_energy_ev": -113246.7768, "smiles": "COCCCCCCc1ccc2c(c1CC=O)C(=O)c1c(CCCNCc3ccccc3O)cc([C@H](I)[C@@H](C)I)cc1C2=O.CNC(C)=O.CNC(C)=O.CNC(C)=O.CNC(C)=O.CNC(C)=O.CNC(C)=O.CNC(C)=O", "charge": 0, "homo_lumo_gap_ev": 6.7, "fmax_ev_per_a": 4.9, "lumo_energy_ev": -1.192, "symbols": ["I", "I", "O", "O", "O", "O", "O", "O", "O", "O", "O", "O", "O", "O", "N", "N", "N", "N", "N", "N", "N", "N", "C", "C", "C", "C", "C", "C", "C", "C", "C", "C", "C", "C", "C", "C", "C", "C", "C", "C", "C", "C", "C", "C", "C", "C", "C", "C", "C", "C", "C", "C", "C", "C", "C", "C", "C", "C", "C", "C", "C", "C", "C", "C", "C", "C", "C", "C", "C", "C", "C", "C", "C", "C", "C", "C", "C", "C", "C", "H", "H", "H", "H", "H", "H", "H", "H", "H", "H", "H", "H", "H", "H", "H", "H", "H", "H", "H", "H", "H", "H", "H", "H", "H", "H", "H", "H", "H", "H", "H", "H", "H", "H", "H", "H", "H", "H", "H", "H", "H", "H", "H", "H", "H", "H", "H", "H", "H", "H", "H", "H", "H", "H", "H", "H", "H", "H", "H", "H", "H", "H", "H", "H", "H", "H", "H", "H", "H", "H", "H", "H", "H", "H", "H", "H", "H", "H", "H", "H", "H", "H", "H", "H", "H", "H", "H", "H", "H", "H"], "positions_angstrom": [[4.1783, 0.0158, 4.6453], [0.7227, -1.3237, 5.4309], [8.6958, 3.3475, -3.6032], [-9.0054, -5.0502, -1.3103], [-1.0830, 3.6182, -4.8046], [2.0600, 6.6387, -1.5536], [3.7644, -8.3757, 9.7022], [9.0321, -3.6263, -2.2023], [3.0107, 11.2026, -2.5756], [-2.7592, 2.1372, 3.2825], [-1.2049, -6.8353, 10.0301], [-6.5000, -5.3030, -4.3115], [-7.3155, -1.6892, -7.6314], [0.0892, 2.9669, -1.5260], [0.2349, 7.4822, -0.5694], [5.0825, 3.2584, -1.8621], [-7.1884, 0.0093, -9.0839], [2.8898, 12.9808, -1.2207], [9.7373, -4.0646, -4.2814], [3.1105, -8.8457, 11.7913], [-1.0741, -5.1322, 8.5820], [-9.1195, -7.0212, -0.2549], [-2.8109, 1.8800, 0.7698], [-6.5601, 0.8969, -10.0388], [-9.4188, -7.9342, 0.8274], [-0.5218, -6.1807, 9.2520], [2.4601, 1.3475, 5.0892], [-0.4855, 2.4566, -0.5350], [9.1257, -4.4294, -3.1215], [-6.4808, 0.3071, -3.1266], [1.3578, 8.7939, -2.3209], [-9.9290, -5.0063, 0.8966], [-2.1089, 2.0251, 2.2072], [-0.8081, 8.4509, -0.3118], [-9.3198, -5.6769, -0.3050], [-5.1828, -1.3482, -8.6575], [-2.1273, 1.9589, -3.3511], [-6.6343, -1.0359, -8.4105], [9.2364, 0.8489, -3.0249], [-6.4802, -6.6989, -3.9324], [-1.9236, 3.4602, -3.8649], [-7.0239, -2.2336, -3.3669], [6.9498, 0.9267, -0.8536], [2.5204, 1.9201, 2.3991], [-4.3754, 1.5054, -1.9275], [0.1617, 1.6941, 3.5766], [-7.7515, -4.7315, -3.8397], [3.2331, -9.3628, 13.1372], [1.5887, 0.5680, 6.1900], [-7.9055, -3.2019, -4.3521], [-5.2453, 1.3258, -3.2487], [3.3463, 13.9251, -0.2235], [4.9359, 11.6167, -1.2189], [8.5816, -5.8287, -3.0178], [6.5200, 3.5139, -1.4601], [1.2575, 7.5600, -1.4655], [1.7032, 1.6399, 3.7161], [7.7574, -0.3757, -1.0704], [1.8231, 2.1909, 1.0139], [3.5494, 11.9036, -1.7290], [4.3098, 4.4243, -1.3217], [0.5057, 1.4819, 6.9575], [7.3318, 2.1551, -1.7243], [-0.4443, -4.2429, 7.6294], [2.8105, 2.4590, -0.2198], [8.4280, 2.1774, -2.8150], [-2.0350, 2.0614, -0.5839], [0.9287, -6.4952, 9.0035], [-5.0525, 1.3871, -0.5368], [2.9510, 4.0427, -0.5518], [-4.3434, 1.5343, 0.8268], [-0.5253, 1.9765, 2.2153], [4.0352, -8.8622, 10.7923], [0.2639, 2.2120, 0.8713], [8.8841, -0.3749, -2.1346], [-6.3809, -0.9615, -4.1574], [5.3737, -9.4891, 11.0769], [-2.8342, 1.8452, -1.9129], [9.9477, -4.8572, -5.4736], [2.5637, 1.8316, -1.1399], [9.5007, -1.3230, -2.3063], [-9.0101, -2.9292, -4.1503], [-8.7080, -7.3964, -1.0981], [2.2393, -8.4090, 11.5236], [2.6495, 13.8995, 0.6171], [2.3373, 0.2202, 6.9991], [1.9670, 13.1064, -1.6125], [0.2358, 6.6250, -0.0339], [-7.6184, -3.0679, -5.4477], [-8.4902, -8.4229, 1.1298], [2.4538, -10.1130, 13.2881], [-2.4314, 4.3877, -3.4354], [4.9088, 11.4246, -0.1441], [0.5823, 1.3132, 8.0985], [4.9396, 5.1362, -0.6631], [-8.6254, -5.3092, -4.3327], [9.4619, -4.3519, -6.3112], [9.3894, -6.5553, -3.1285], [-5.3686, -7.0102, -3.9218], [5.2480, -10.5427, 11.3358], [3.6719, 1.9324, 2.4310], [-4.8898, -2.2046, -8.0496], [0.6029, -4.4887, 7.4651], [-9.8578, -7.4278, 1.6846], [1.2210, -7.3534, 9.6075], [4.2078, -9.8107, 13.3197], [2.2202, 8.7074, -2.9809], [4.0112, 5.0698, -2.2362], [-7.1022, 0.8224, -10.9841], [-2.0491, -4.9855, 8.8023], [-6.9072, -6.9076, -2.8933], [-10.1141, -8.6899, 0.4557], [5.5983, 12.4571, -1.4376], [-4.8597, 1.4374, 1.8483], [6.9466, 4.4266, -2.0052], [-1.7729, 7.9727, -0.4952], [-6.6413, 1.9187, -9.6617], [3.8695, 2.1317, 0.1147], [4.9882, 3.2355, -2.8862], [-5.7044, 2.3662, -3.4727], [3.3335, 14.9236, -0.6660], [-5.5124, 0.6527, -10.2015], [-1.0622, 1.5314, -3.2030], [8.1255, -5.9664, -2.0372], [-10.9241, -5.4127, 1.0897], [-9.2871, -5.1436, 1.7694], [-6.6366, -0.1511, -2.0958], [-0.5591, 1.1204, 6.6840], [-7.4644, 0.8519, -3.4005], [-6.1460, -2.7796, -2.8838], [1.5518, -5.6446, 9.2880], [7.5016, -1.2879, -0.4259], [-7.7403, -1.9304, -2.5311], [-10.0245, -3.9376, 0.7032], [9.1200, 4.0443, -3.0504], [-5.2692, -1.1227, -4.3961], [-0.9882, -4.3146, 6.6846], [5.9986, -9.4250, 10.1858], [4.3499, 13.6982, 0.1304], [6.1091, 0.9789, -0.0793], [6.5023, 3.6527, -0.3135], [-6.9113, -0.7212, -5.1379], [-0.7153, 9.3336, -0.9412], [9.5467, -5.8639, -5.3756], [-0.5235, -3.2223, 8.0096], [1.0845, -6.7449, 7.9519], [0.4610, 8.8979, -2.9360], [-0.5066, 1.5050, 4.4785], [2.9112, 2.2919, 5.5792], [2.0857, 4.4463, -1.1772], [5.8736, -8.9560, 11.8886], [-5.0261, -1.6007, -9.7084], [1.4918, 9.6756, -1.6932], [11.0218, -4.9103, -5.6646], [3.0742, -8.5391, 13.8365], [-4.6583, 1.0408, -4.1826], [5.3273, 10.7300, -1.7180], [-0.7507, 8.7450, 0.7388], [-8.1639, 0.1546, -8.8645], [7.8170, -5.9922, -3.7804], [-2.6074, 1.3167, -4.1596], [10.0638, 0.8698, -3.8099], [-6.1823, 1.1674, -0.5210], [0.5652, 2.5941, 6.7152], [-4.5615, -0.4953, -8.3754], [-7.8566, -4.8224, -2.7021], [10.0748, -3.1123, -4.2737], [2.8896, 4.5924, 0.4602], [-6.9945, -7.3777, -4.6961]], "forces_ev_per_a": [[-0.4, 0.7, 0.3], [0.3, 0.9, 0.4], [0.0, -1.3, 1.5], [-0.6, -0.2, 0.9], [-3.4, -0.3, 3.5], [-0.2, 0.4, 0.0], [0.1, -0.1, 0.2], [0.0, -0.3, -0.1], [0.3, 0.3, 0.2], [2.0, -0.5, -3.7], [0.2, 0.1, -0.1], [-1.2, -1.0, 1.1], [0.2, 0.1, -0.1], [-1.8, -1.8, 3.1], [0.3, 0.1, -0.2], [0.9, 1.5, 1.2], [0.3, -0.3, 0.2], [0.3, -0.3, -0.1], [-0.2, -0.2, 0.3], [0.4, 0.0, -0.3], [0.2, -0.3, 0.2], [-0.1, 0.5, 0.1], [-1.8, -0.4, -1.3], [-0.5, 0.1, 0.1], [0.2, -0.2, -0.4], [-0.4, -0.1, 0.3], [-1.1, -0.2, -0.4], [0.3, 0.6, -0.7], [0.1, 0.6, 0.3], [-0.6, -0.5, -0.9], [0.0, -0.2, 0.0], [0.0, 0.2, 0.1], [-0.3, 0.0, 1.0], [0.0, -0.4, 0.3], [0.2, 0.0, -0.4], [0.1, -0.1, 0.1], [0.8, 0.1, 1.7], [-0.5, -0.2, 0.3], [-3.0, 0.9, 2.7], [1.4, -0.5, -0.3], [3.3, -0.6, -3.1], [0.0, -0.1, -1.4], [3.5, -0.6, -2.9], [-3.6, 0.1, 0.0], [2.2, 0.4, 3.7], [1.8, 0.5, -2.5], [-1.0, 0.9, -1.1], [-0.5, 0.2, -0.1], [1.0, 1.0, 1.2], [0.6, -0.5, 1.8], [-0.7, 0.8, 0.4], [-0.5, 0.1, -0.2], [0.1, -0.1, 0.0], [-0.1, -0.1, 0.1], [0.0, -2.0, 0.0], [0.2, -0.4, -0.1], [-1.2, 1.1, -3.7], [0.3, 3.5, -1.7], [-1.0, -0.3, 1.7], [-0.4, -0.1, -0.4], [-1.2, 1.3, -1.0], [-1.1, -0.8, 0.1], [1.0, -0.6, -0.5], [-0.5, 0.1, 0.2], [0.7, 0.4, 0.8], [-0.5, -3.6, 2.5], [-3.2, -0.9, 0.6], [0.0, -0.1, 0.1], [1.9, 0.4, 0.2], [-0.5, -0.2, 0.3], [2.7, 0.8, -3.9], [2.1, -0.1, -0.1], [-0.4, 0.3, -0.4], [1.6, -0.6, 3.3], [-1.1, 2.4, -0.2], [-0.2, 0.5, 1.4], [0.2, 0.0, -0.1], [-1.7, -0.2, 1.1], [0.2, 0.5, 0.0], [0.1, 1.0, 1.3], [-1.2, 1.5, 0.4], [1.7, -0.4, -0.7], [-0.1, 0.0, 0.1], [0.1, -0.1, 0.1], [0.2, 0.2, 0.1], [-1.2, 0.4, -1.5], [0.1, 0.0, 0.0], [0.0, 0.1, -0.1], [-0.5, -0.3, 1.5], [-0.2, -0.1, 0.2], [0.1, -0.1, 0.2], [0.3, -1.3, -0.2], [0.1, 0.1, 0.0], [0.1, 0.4, -1.9], [-0.8, -1.4, -1.0], [1.2, 0.6, 0.8], [0.0, -0.3, -0.1], [-0.1, 0.0, -0.1], [-1.7, 0.4, 0.0], [0.1, 0.1, 0.1], [-2.1, -0.1, -0.1], [-0.2, 0.1, 0.0], [-0.1, 0.0, 0.1], [0.1, 0.0, -0.2], [-0.1, 0.1, -0.1], [-0.1, 0.1, -0.1], [-0.1, 0.0, 0.2], [0.3, -0.8, 1.7], [0.2, 0.2, -0.1], [0.1, 0.0, 0.0], [0.4, 0.5, -1.3], [0.0, -0.1, 0.3], [0.0, 0.0, 0.2], [0.9, 0.2, -1.9], [-0.3, -1.3, 0.9], [-0.1, 0.3, 0.0], [0.2, 0.1, -0.2], [-1.8, 0.3, -0.5], [0.3, 0.1, 0.7], [0.9, -1.5, 0.3], [0.2, 0.1, 0.2], [-0.1, 0.0, 0.1], [-1.6, 0.9, -0.5], [0.1, 0.2, -0.1], [0.1, 0.0, 0.2], [-0.2, -0.1, 0.1], [0.5, 0.9, -1.3], [1.7, 0.8, 0.4], [1.6, -0.7, 0.6], [-1.3, 0.5, -0.7], [0.1, -0.1, -0.2], [0.7, 1.4, -1.3], [1.1, -0.1, -1.1], [0.1, -0.2, -0.1], [-0.5, -0.9, -0.4], [-1.6, -0.1, 0.3], [0.2, 0.2, -0.1], [-0.2, 0.1, 0.1], [-0.1, 0.0, -0.1], [1.4, 0.1, -1.4], [0.1, 0.1, -1.9], [0.6, -0.4, 1.3], [0.1, -0.2, 0.0], [0.0, 0.1, 0.1], [0.2, 0.1, -0.2], [0.2, 0.1, 0.1], [0.0, 0.2, 0.1], [1.0, 0.4, -1.5], [-0.8, -1.5, -0.9], [1.2, -0.9, 1.1], [0.0, -0.2, 0.1], [0.1, 0.1, 0.0], [-0.1, 0.0, -0.2], [-0.1, -0.2, -0.2], [0.1, -0.2, 0.2], [-0.5, 0.4, 1.5], [-0.2, 0.1, 0.0], [-0.2, 0.2, -0.1], [0.1, 0.0, 0.0], [0.1, -0.1, 0.0], [0.4, 1.0, 1.2], [-1.3, -0.3, 1.3], [2.0, 0.4, 0.0], [0.2, -1.5, 0.3], [0.1, 0.0, -0.2], [0.4, 0.3, -2.1], [-0.1, -0.1, 0.0], [0.2, -0.7, -1.5], [0.4, 1.0, 0.9]]}

2.
{"formula": "H28O14", "method": "ωB97M-V/def2-TZVPD", "total_energy_ev": -29116.1458, "charge": 0, "homo_lumo_gap_ev": 10.5, "fmax_ev_per_a": 6.8, "relative_energy_ev": 5.506, "lumo_energy_ev": -0.353, "symbols": ["O", "O", "O", "O", "O", "O", "O", "O", "O", "O", "O", "O", "O", "O", "H", "H", "H", "H", "H", "H", "H", "H", "H", "H", "H", "H", "H", "H", "H", "H", "H", "H", "H", "H", "H", "H", "H", "H", "H", "H", "H", "H"], "positions_angstrom": [[-5.0491, -2.0315, -0.4877], [-2.1293, 2.4356, -0.6864], [4.6319, 2.8258, -1.4403], [3.1185, -1.9440, 1.6621], [-3.5290, 0.9240, -0.5373], [0.7676, 0.6958, 1.9246], [-2.1037, -0.5547, 2.2156], [0.6483, -3.2390, -0.9899], [-1.7054, 4.9466, 0.3902], [4.5110, 0.3109, -0.8555], [-2.4831, -3.6906, -1.2747], [1.1014, 3.3223, -0.1164], [-0.6292, -0.1886, -0.4439], [4.1787, -3.4992, -0.1405], [4.2956, -3.6675, 0.8615], [-2.8259, -4.5212, -1.5495], [-1.7123, 1.8267, -1.2460], [4.0708, 3.6529, -1.2176], [3.8989, 2.2056, -1.3366], [0.3309, -0.2105, 2.0496], [-1.7806, 4.1211, -0.0558], [-4.6087, -2.3726, 0.2716], [0.5023, -3.8027, -0.2456], [0.1043, -2.3858, -0.9722], [-2.7785, 0.0851, 2.4658], [0.4709, 1.1353, 1.1490], [-0.8070, -0.9428, 0.1597], [0.3178, 3.9685, 0.0113], [0.1906, -0.3088, -0.9211], [3.1619, -2.5355, 2.4311], [4.5225, 1.0178, -0.2087], [-3.5848, 1.7506, -0.1993], [-4.2815, -1.5590, -0.9974], [-2.4890, 2.9750, -1.3918], [3.9196, -2.1434, 1.2578], [-2.5481, -1.4225, 2.1876], [-4.2085, 0.3568, -0.1757], [-3.2406, -2.9880, -1.2085], [3.7474, -0.2293, -0.5780], [-1.0752, 5.4167, -0.1514], [3.4731, -2.8751, -0.3277], [1.6053, 3.1393, 0.7183]], "forces_ev_per_a": [[1.9, 1.8, -2.4], [1.6, 4.4, -0.1], [-2.3, 2.6, 0.9], [-2.1, 0.3, 2.1], [-1.8, -6.4, -1.5], [0.3, -2.1, 2.0], [-0.2, -0.9, -0.1], [-0.1, 2.4, -1.3], [0.3, 1.1, 0.6], [-0.9, -0.9, 0.2], [-1.0, 3.4, 0.9], [-0.8, 0.8, 0.5], [-0.7, -0.4, 0.2], [1.4, -1.1, 1.7], [-0.8, 0.3, -3.0], [-0.9, -0.8, -0.4], [1.4, -2.3, -0.4], [1.8, -1.4, -0.6], [0.4, -0.6, -0.6], [0.7, 2.5, -0.7], [-0.2, -1.6, -0.3], [0.4, -0.5, 1.1], [-0.6, 0.0, 0.8], [0.9, -2.5, 0.4], [0.1, 0.0, -0.1], [-1.0, -0.1, -1.1], [0.4, 0.9, -0.6], [2.2, -1.8, 0.6], [0.4, -0.3, 0.1], [-0.5, 0.5, 0.0], [0.4, 0.1, 0.3], [-0.5, 3.4, 1.9], [-2.3, -0.9, 1.3], [-0.6, 0.8, -0.1], [2.3, 0.2, -1.3], [0.2, 0.7, 0.2], [-0.6, 0.0, 0.2], [1.9, -2.8, -0.5], [0.5, 0.2, -0.1], [0.1, 0.7, -0.2], [-0.4, -0.3, 0.5], [-1.2, 0.8, -0.8]]}

3.
{"formula": "C4H39N2O15", "method": "ωB97M-V/def2-TZVPD", "total_energy_ev": -38473.7463, "charge": -1, "homo_lumo_gap_ev": 8.6, "fmax_ev_per_a": 6.2, "relative_energy_ev": 1.832, "lumo_energy_ev": 2.467, "symbols": ["O", "O", "O", "O", "O", "O", "O", "O", "O", "O", "O", "O", "O", "O", "O", "N", "N", "C", "C", "C", "C", "H", "H", "H", "H", "H", "H", "H", "H", "H", "H", "H", "H", "H", "H", "H", "H", "H", "H", "H", "H", "H", "H", "H", "H", "H", "H", "H", "H", "H", "H", "H", "H", "H", "H", "H", "H", "H", "H", "H"], "positions_angstrom": [[4.1314, 2.2563, 0.7884], [-1.5431, -0.0451, -2.4436], [-4.7460, -2.0519, -0.9631], [-1.7516, 2.3619, -1.2665], [4.1055, -0.5100, 0.7398], [3.5886, -1.8299, -2.2030], [1.6199, -0.3632, -2.6104], [0.7900, 3.2557, -1.3930], [-1.0317, -1.3485, 2.7735], [-4.0532, 0.3609, -1.4764], [1.3281, 1.0878, -0.4903], [-3.6586, 1.4465, 1.6809], [-1.3378, 3.4223, 1.0036], [0.8253, 2.7367, 2.3791], [0.0703, 1.0377, 4.9709], [-0.0914, -3.8146, -2.0166], [1.0917, -0.5931, 1.0103], [0.3780, 0.4426, 0.2382], [1.1267, -1.9023, 0.1348], [-0.5106, -3.9794, -0.6681], [-0.2049, -2.6520, 0.3343], [2.1018, -0.2286, 1.1116], [1.5308, 0.2439, -1.7436], [-1.0029, -1.9452, 0.4019], [-0.5677, 0.6350, 4.3949], [-4.2911, 0.8942, 1.0955], [1.2930, -1.6275, -0.9434], [3.1896, 2.0006, 0.5023], [0.8645, -3.2979, -2.0806], [-0.4149, 0.0060, -0.3514], [1.3741, 3.2181, -2.1947], [4.1992, 2.4854, 1.6440], [4.5227, 0.3102, 0.6789], [-0.9575, 3.1825, 1.9695], [-0.2438, 1.1890, 0.9059], [-0.3057, -1.2098, 2.1146], [-3.0766, 1.6387, 0.9632], [-4.4543, -1.1259, -1.1428], [-0.1069, 1.9601, 4.8103], [-0.5759, 3.8238, 0.6380], [1.7850, 0.2320, -3.3820], [1.9540, -2.5163, 0.2846], [3.1958, -2.0795, -3.0395], [-4.6340, 0.9873, -1.8587], [-0.2461, -3.1820, 1.2996], [-3.1117, 0.6371, -1.6488], [3.1490, -0.9374, -2.0430], [-3.8446, -2.4963, -1.0295], [3.5883, -0.5781, -0.0964], [0.9154, 2.3348, 1.4900], [0.8799, 2.2856, -1.0947], [-1.5775, -4.3959, -0.4419], [-0.5789, -1.7742, 3.5525], [0.0075, -4.7338, -0.1897], [-1.6994, 0.9408, -2.1642], [-0.7795, -3.3049, -2.5519], [-0.8787, -0.3157, -1.7339], [-1.7875, 2.3948, -0.2670], [1.3219, 2.2354, 2.9927], [-0.8638, 2.7953, -1.3751]], "forces_ev_per_a": [[-1.6, -1.6, -5.8], [0.7, 1.3, 1.7], [2.2, -0.9, -0.1], [0.2, 0.2, 0.9], [-1.7, -2.6, -0.7], [0.5, 0.9, 0.8], [-0.2, 1.9, -0.2], [0.6, 0.7, -1.7], [0.7, -0.4, 1.4], [1.6, 0.2, 0.7], [0.4, 0.4, -0.7], [-2.3, -1.7, -1.4], [-0.1, -1.1, 4.4], [-0.6, 1.1, -1.2], [0.5, 0.2, 0.4], [1.6, 0.5, -1.0], [0.7, -1.5, -0.6], [0.1, 0.7, 1.9], [-1.8, 2.1, -0.8], [-1.4, 3.0, 2.1], [0.1, -2.8, -0.6], [-2.1, -0.9, 0.0], [-0.1, -0.2, -1.1], [-0.8, 0.3, -0.5], [-0.5, -0.9, -0.7], [1.0, 1.0, 1.8], [-0.6, -0.1, 1.0], [1.6, 0.6, 0.9], [-2.5, -1.2, 0.2], [-0.1, -0.5, 0.0], [-0.9, 0.5, 1.0], [-0.3, 1.2, 4.6], [1.1, 2.4, -0.1], [-1.3, 0.6, -3.0], [1.1, -1.5, -0.7], [0.0, 0.2, 0.8], [1.2, 0.7, -0.4], [-0.5, -0.4, 0.0], [0.0, 0.6, 0.1], [1.3, 0.9, -1.0], [-0.4, -0.6, 1.1], [1.6, -0.9, 1.2], [-0.2, 0.0, -0.1], [-0.7, 1.0, -0.6], [0.3, 0.5, 0.0], [-1.5, -0.7, 0.1], [0.4, -1.7, -0.8], [-1.9, 0.5, 0.2], [0.8, -0.1, 0.9], [0.3, 0.0, 0.7], [0.5, -0.2, 0.7], [1.4, 1.3, -1.2], [-0.6, 0.7, -1.3], [1.8, -1.6, 0.7], [1.1, -1.7, -0.6], [0.2, 0.3, -0.1], [-1.2, 0.3, -1.9], [-0.2, 0.1, -1.2], [0.8, -1.2, 0.8], [-0.5, -0.1, -0.6]]}